1.
ORCA calculation (ωB97M-V/def2-TZVPD) on 8 unconnected molecules or ions with the total composition C14H42NO10 at a distorted geometry.

2S+1: 1
Kohn-Sham gap: 9.5 eV
Energy relative to the best compared isomer or geometry (same formula, charge and spin): 890.1 kJ/mol
Charge: -1
Molecular weight: 384.49 Da

Each line ends with the Löwdin charge.
Positions of all 67 atoms, in Å:
N  21.6980  42.9730  34.3950  -0.533
O  20.8210  43.0750  33.5430  -0.019
O  22.7530  43.5880  34.2660  -0.023
O  21.6940  42.0480  35.2070  0.001
C  25.1100  47.5620  36.2120  -0.084
C  24.0410  46.5260  35.7830  -0.342
O  24.4760  45.7190  34.7210  -0.112
H  25.5420  48.2340  35.4620  0.069
H  26.0630  47.2350  36.4120  0.033
H  24.6470  48.1460  36.9840  0.061
H  22.9930  46.9530  35.5840  0.122
H  23.8370  46.0160  36.6740  0.061
H  23.8750  44.8860  34.5200  0.091
C  21.8310  38.4230  33.9240  -0.060
C  22.1080  37.0290  34.5060  -0.306
O  23.4550  36.9140  34.8110  -0.068
H  20.8790  38.7290  33.6690  0.048
H  22.3580  38.3530  33.0070  0.057
H  22.1590  39.2220  34.4410  0.025
H  21.7300  36.3360  33.6490  0.141
H  21.6690  36.7390  35.4250  0.087
H  23.7940  37.3580  35.5570  0.068
C  22.1630  41.0060  29.3180  -0.098
C  21.9330  41.9530  30.3780  -0.403
O  21.1230  41.3950  31.3080  -0.059
H  22.5530  41.3700  28.4240  0.042
H  21.1210  40.5730  28.9080  0.131
H  22.7300  40.1290  29.5800  0.058
H  21.5620  42.8730  29.9990  0.101
H  22.8370  42.3290  30.9530  0.131
H  21.0370  41.8510  32.1460  0.042
C  19.1120  44.2100  36.8290  -0.064
C  20.4100  44.9910  37.3320  -0.292
O  19.8810  45.7670  38.4010  -0.120
H  18.5270  45.0500  36.0170  0.162
H  18.5820  43.7660  37.5690  0.018
H  19.2860  43.4490  36.1190  0.000
H  20.6260  45.8700  36.6380  0.119
H  21.1720  44.1630  37.5170  0.101
H  20.6150  46.2680  38.7630  0.069
C  24.6130  42.0420  39.2400  -0.071
C  23.6020  42.3760  38.0170  -0.341
O  23.5720  41.3590  37.0400  -0.126
H  24.1640  41.1460  39.7020  0.056
H  24.6150  43.0210  39.8490  0.080
H  25.6660  41.8100  38.9790  0.062
H  23.7590  43.4180  37.6540  0.091
H  22.4660  42.4690  38.1410  0.109
H  22.9670  41.9050  36.4690  0.033
C  24.9580  39.7750  31.9280  -0.095
C  24.4510  40.7230  32.9750  -0.304
O  24.6580  42.0950  32.7990  0.030
H  24.6130  38.6760  32.1020  0.122
H  25.9500  39.8570  31.8500  0.018
H  24.7880  39.9440  30.9270  0.032
H  24.5710  40.2590  33.9930  0.131
H  23.4200  40.3590  32.7830  0.080
H  24.0230  42.6320  32.8930  -0.074
C  17.0750  40.1740  34.5950  -0.093
C  18.2510  40.9910  34.0590  -0.321
O  18.2490  42.4250  34.0880  -0.096
H  16.8620  40.7370  35.5800  0.100
H  17.1680  39.1870  34.8560  0.019
H  16.1790  40.1450  33.9000  0.084
H  18.4610  40.6960  33.0440  0.088
H  19.2880  40.7110  34.6360  0.144
H  19.0540  42.6980  33.7180  -0.012

2.
ORCA calculation (ωB97M-V/def2-TZVPD) on 3 unconnected molecules or ions with the total composition C19H46N3.

2S+1: 1
Kohn-Sham gap: 6.9 eV
Charge: +1
Molecular weight: 316.60 Da

Each line ends with the Löwdin charge.
Positions of all 68 atoms, in Å:
C  2.3849  1.4435  1.3487  -0.070
C  2.2559  1.5766  -0.1792  -0.213
C  2.7150  2.9163  -0.7471  -0.118
N  4.1438  2.8498  -1.2207  -0.087
C  4.9064  4.1448  -1.0816  -0.102
C  6.0103  3.9991  -2.1089  -0.145
C  5.1979  3.5027  -3.3072  -0.142
C  4.3336  2.4120  -2.6762  -0.074
H  1.3998  1.3932  1.8058  0.066
H  2.9117  0.5346  1.6329  0.079
H  2.9159  2.2874  1.7931  0.074
H  1.2151  1.4535  -0.4748  0.099
H  2.8029  0.7783  -0.6891  0.115
H  2.1207  3.2183  -1.6073  0.132
H  2.6718  3.7107  -0.0034  0.131
H  4.6137  2.1516  -0.6436  0.179
H  4.2124  4.9268  -1.3911  0.141
H  5.1842  4.3058  -0.0428  0.143
H  6.5659  4.9186  -2.2712  0.130
H  6.7128  3.2219  -1.7978  0.127
H  4.5708  4.3147  -3.6761  0.125
H  5.7852  3.1083  -4.1320  0.128
H  4.8668  1.4638  -2.6543  0.137
H  3.3618  2.2540  -3.1343  0.127
C  0.2454  0.5289  -3.4884  -0.098
C  -1.1681  0.0016  -3.6862  -0.272
N  -1.2764  -1.4145  -3.3952  -0.201
C  -2.5123  -2.0165  -3.8762  -0.243
C  -3.8287  -1.5511  -3.2467  -0.081
C  -0.8419  -1.8189  -2.0671  -0.241
C  -1.5115  -1.1497  -0.8595  -0.080
H  0.9594  -0.0542  -4.0726  0.083
H  0.2981  1.5718  -3.8106  0.070
H  0.5454  0.4859  -2.4390  0.033
H  -1.4504  0.1369  -4.7333  0.121
H  -1.8631  0.6240  -3.0997  0.104
H  -2.4170  -3.0984  -3.7556  0.114
H  -2.5552  -1.8333  -4.9535  0.111
H  -3.9618  -1.9370  -2.2369  0.057
H  -4.6666  -1.9096  -3.8463  0.074
H  -3.8978  -0.4628  -3.2074  0.067
H  0.2370  -1.6524  -1.9997  0.097
H  -0.9722  -2.9011  -2.0023  0.118
H  -1.5968  -0.0684  -0.9902  0.065
H  -0.9173  -1.3304  0.0398  0.064
H  -2.5098  -1.5399  -0.6697  0.054
C  -0.7396  -0.6011  3.4480  -0.098
C  -2.1695  -1.0845  3.2584  -0.280
N  -2.3233  -2.5059  3.4988  -0.201
C  -3.5870  -3.0419  3.0164  -0.248
C  -4.8785  -2.5494  3.6772  -0.082
C  -1.8840  -2.9766  4.8055  -0.243
C  -2.5139  -2.3321  6.0458  -0.079
H  -0.0560  -1.1896  2.8319  0.073
H  -0.6705  0.4468  3.1466  0.062
H  -0.4067  -0.6639  4.4841  0.067
H  -2.4555  -0.9071  2.2167  0.104
H  -2.8408  -0.4586  3.8676  0.105
H  -3.5334  -4.1306  3.0981  0.113
H  -3.6374  -2.8186  1.9457  0.103
H  -5.0136  -2.9640  4.6749  0.057
H  -5.7367  -2.8554  3.0765  0.072
H  -4.9044  -1.4615  3.7555  0.067
H  -0.8005  -2.8473  4.8623  0.100
H  -2.0523  -4.0558  4.8269  0.115
H  -2.5479  -1.2445  5.9609  0.066
H  -1.9182  -2.5721  6.9281  0.073
H  -3.5276  -2.6838  6.2285  0.056

Question: Among the records above, which one has the highest charge?
Answer: C19H46N3

Question: What is the formula in the first record?
Answer: C14H42NO10